57
Properties=species:S:1:pos:R:3 method="wB97M-V/def2-TZVPD" smiles="O=C(NC[C@H]1C[C@@H]2CC[C@H]1N2C(=O)[C@H]1CCS(=O)(=O)C1)[C@@H](F)C1CCOCC1" charge=0 largest_force_ev_per_a=0.36 de_lowest_kcal_mol=6.4 gap_ev=10.1 e_tot_ev=-46944.782 homo_energy_ev=-9.8
O -2.1086 1.3782 0.8866
C -2.4645 0.2352 1.0881
N -1.6164 -0.7980 1.3162
C -0.1724 -0.7193 1.1545
C 0.3229 -0.8441 -0.2862
C 0.0698 0.4070 -1.1752
C 1.4865 0.8456 -1.5597
C 2.0729 -0.1451 -2.5800
C 2.3073 -1.4109 -1.7163
C 1.8582 -0.9433 -0.3195
N 2.2224 0.4864 -0.3322
C 3.4701 0.9890 -0.1050
O 3.8783 1.9905 -0.6612
C 4.2684 0.2776 0.9879
C 5.7175 0.8263 1.1064
C 5.9201 1.4412 2.4895
S 4.8632 0.4647 3.5366
O 5.4058 -0.8699 3.6160
O 4.4793 1.1572 4.7357
C 3.5445 0.4448 2.3346
C -3.9482 -0.1362 1.0954
F -4.5732 0.6351 2.0655
C -4.5725 0.1396 -0.2577
C -3.8849 -0.6698 -1.3586
C -4.5944 -0.4480 -2.6866
O -5.9669 -0.7786 -2.6059
C -6.6392 0.0287 -1.6534
C -6.0685 -0.1643 -0.2579
H -2.0221 -1.7097 1.4410
H 0.1610 0.2328 1.5728
H 0.2583 -1.5189 1.7607
H -0.1116 -1.7460 -0.7261
H -0.5289 0.1789 -2.0576
H -0.4350 1.1844 -0.6076
H 1.6030 1.8930 -1.8138
H 1.3953 -0.3182 -3.4154
H 3.0113 0.2401 -2.9782
H 1.7355 -2.2749 -2.0552
H 3.3605 -1.6946 -1.7039
H 2.2856 -1.4990 0.5120
H 4.3164 -0.7847 0.7474
H 6.4225 0.0098 0.9663
H 5.8798 1.5702 0.3298
H 6.9385 1.3789 2.8663
H 5.5649 2.4697 2.5560
H 3.0220 1.3988 2.4127
H 2.8619 -0.3637 2.5880
H -4.0969 -1.1842 1.3810
H -4.4174 1.2056 -0.4590
H -2.8344 -0.3818 -1.4567
H -3.9200 -1.7377 -1.1147
H -4.4837 0.6026 -2.9925
H -4.1717 -1.0764 -3.4696
H -6.5605 1.0852 -1.9479
H -7.6886 -0.2584 -1.6951
H -6.2335 -1.2020 0.0506
H -6.5897 0.4805 0.4512